No. 1
C42H37BrIrN4O4S3 | wB97M-V/def2-TZVPD

XYZ file:
```
92
Properties=species:S:1:pos:R:3:forces:R:3:lowdin_charge:R:1
Ir -1.507 0.640 1.558 -0.6 1.2 -0.5 0.911
C 5.722 3.901 3.432 0.0 0.0 0.0 -0.030
C 4.685 3.016 2.801 0.0 0.0 0.0 -0.242
C 3.448 3.522 2.410 0.0 0.0 0.0 -0.014
C 2.488 2.704 1.834 0.0 0.0 0.0 -0.067
C 2.794 1.366 1.634 0.0 0.0 0.0 -0.402
C 4.012 0.821 2.027 0.0 0.1 0.0 -0.053
C 4.946 1.657 2.606 0.0 0.0 0.0 -0.008
S 1.605 0.304 0.881 0.1 -0.4 0.1 0.952
O 2.021 -1.107 1.327 0.1 0.3 0.0 -0.508
C 2.069 0.232 -0.846 0.4 0.3 0.2 -0.295
C 3.324 0.740 -1.247 0.0 0.0 0.0 -0.031
C 3.843 0.373 -2.451 0.0 0.0 0.0 0.014
C 3.170 -0.563 -3.271 0.1 0.1 0.0 -0.139
C 3.764 -1.048 -4.463 0.0 0.0 0.0 -0.011
C 3.121 -1.966 -5.237 -0.1 0.0 0.0 -0.045
C 1.844 -2.438 -4.853 0.1 0.0 0.0 -0.044
C 1.242 -1.979 -3.720 -0.1 0.0 0.1 -0.012
C 1.887 -1.022 -2.889 -0.1 -0.1 0.0 -0.106
C 1.303 -0.550 -1.668 -0.2 -0.2 -0.1 -0.147
C -0.148 -0.870 -1.463 0.0 -0.2 -0.2 -0.163
C -1.064 -0.264 -2.391 0.1 0.1 -0.1 -0.128
C -0.651 0.764 -3.282 0.0 -0.3 -0.1 -0.025
C -1.528 1.305 -4.175 -0.1 -0.3 -0.1 -0.069
C -2.871 0.867 -4.223 0.1 0.0 0.0 -0.050
C -3.301 -0.106 -3.371 0.0 0.0 0.1 -0.009
C -2.410 -0.698 -2.443 0.0 0.0 0.0 -0.137
C -2.849 -1.744 -1.590 0.0 0.0 0.0 -0.014
C -2.007 -2.286 -0.676 0.0 0.1 -0.1 -0.115
C -0.669 -1.813 -0.610 0.0 -0.2 -0.1 -0.303
S 0.183 -2.369 0.839 -0.2 0.2 0.1 1.085
O -0.533 -1.737 1.960 0.0 0.0 0.2 -0.504
C 0.032 -4.083 0.929 0.2 -0.1 -0.2 -0.369
C -0.555 -4.674 2.044 -0.1 -0.1 0.0 -0.027
C -0.631 -6.051 2.072 0.0 0.0 0.0 -0.002
C -0.100 -6.832 1.039 0.0 0.0 0.0 -0.225
C -0.163 -8.327 1.120 0.0 0.0 0.0 -0.024
C 0.518 -6.200 -0.045 0.0 0.0 0.0 -0.004
C 0.608 -4.825 -0.105 -0.1 -0.1 0.1 -0.037
H 5.340 4.905 3.603 0.0 0.0 0.0 0.082
H 6.602 3.975 2.792 0.0 0.0 0.0 0.095
H 6.050 3.489 4.387 0.0 0.0 0.0 0.093
H 3.228 4.570 2.566 0.0 0.0 0.0 0.122
H 1.528 3.107 1.541 0.0 0.0 0.0 0.070
H 4.211 -0.232 1.885 0.0 0.0 0.0 0.121
H 5.902 1.250 2.914 0.0 0.0 0.0 0.129
H 3.864 1.423 -0.609 0.0 0.0 0.1 0.115
H 4.795 0.774 -2.774 0.0 0.0 0.0 0.130
H 4.746 -0.686 -4.738 0.0 0.0 0.0 0.123
H 3.584 -2.340 -6.139 0.0 0.0 0.0 0.117
H 1.342 -3.177 -5.464 0.0 0.0 0.0 0.115
H 0.269 -2.369 -3.445 0.0 0.0 0.0 0.120
H 0.371 1.116 -3.258 0.0 0.0 0.0 0.129
H -1.189 2.069 -4.864 0.0 -0.1 0.0 0.115
H -3.552 1.298 -4.946 0.0 0.0 0.0 0.118
H -4.328 -0.449 -3.395 0.0 0.0 0.0 0.125
H -3.873 -2.088 -1.654 0.0 0.0 0.0 0.134
H -2.351 -3.050 0.009 0.1 0.0 0.0 0.116
H -0.961 -4.066 2.841 0.0 0.0 0.0 0.124
H -1.112 -6.537 2.912 0.0 0.0 0.0 0.131
H -1.132 -8.661 1.488 0.0 0.0 0.0 0.093
H 0.594 -8.693 1.817 0.0 0.0 0.0 0.102
H 0.023 -8.789 0.152 0.0 0.0 0.0 0.086
H 0.941 -6.799 -0.841 0.0 0.0 0.0 0.127
H 1.097 -4.336 -0.940 0.0 0.0 0.0 0.124
C -2.565 2.208 5.541 0.0 0.0 0.0 0.023
C -2.344 2.041 4.073 -0.1 0.2 -0.1 -0.250
N -1.364 1.368 3.553 0.1 -0.5 0.0 -0.165
O -0.450 0.697 4.339 0.0 0.2 0.1 -0.014
C -3.300 2.642 3.146 0.2 0.0 -0.1 -0.292
C -4.425 3.536 3.551 0.0 -0.1 0.0 0.000
N -3.120 2.331 1.892 -0.1 -0.1 0.3 -0.236
O -3.927 2.764 1.003 0.1 0.0 0.1 -0.136
H -1.810 1.748 6.172 0.0 0.0 0.0 0.081
H -3.538 1.791 5.805 0.0 0.0 0.0 0.119
H -2.582 3.269 5.790 0.0 0.0 0.0 0.109
H -0.809 0.611 5.236 0.0 0.0 -0.1 0.095
H -4.369 3.832 4.594 0.0 0.0 0.0 0.077
H -5.380 3.036 3.375 0.0 0.0 0.0 0.104
H -4.422 4.430 2.928 0.0 0.0 0.0 0.095
Br -3.521 -0.684 1.839 0.1 0.0 -0.1 0.242
S -0.577 2.208 -0.062 0.1 -0.3 0.3 0.691
C -1.492 3.026 -1.297 -0.4 0.1 -0.1 -0.679
N -2.830 3.148 -1.227 0.4 -0.1 -0.2 0.120
C -3.526 3.746 -2.203 0.1 -0.1 0.1 -0.008
C -2.861 4.259 -3.283 0.2 0.1 0.0 -0.001
C -1.470 4.143 -3.269 0.0 0.2 0.2 -0.090
N -0.795 3.529 -2.306 0.0 0.3 0.1 0.089
H -3.297 2.845 -0.296 -0.4 0.0 0.2 0.060
H -4.597 3.801 -2.068 0.0 0.0 0.0 0.152
H -3.386 4.750 -4.087 0.0 0.0 0.0 0.126
H -0.873 4.564 -4.069 0.0 0.0 0.0 0.134
```
Forces are in eV/Å.

Calculated values
Total charge   +2
HOMO energy (spin up / spin down)   -12.90 / -12.93 eV
Energy relative to the best compared isomer or geometry (same formula, charge and spin)   0.00 kJ/mol
Multiplicity   6

---

No. 2
C42H37IIrNO7P4 | wB97M-V/def2-TZVPD

XYZ file:
```
93
Properties=species:S:1:pos:R:3:forces:R:3:lowdin_charge:R:1
Ir -0.566 0.220 0.590 0.7 0.4 0.0 1.048
C 1.207 2.521 -1.480 0.0 0.1 0.1 -0.260
N 2.451 2.771 -0.796 0.0 0.0 0.0 -0.059
C 2.488 2.326 0.592 -0.1 -0.1 0.0 -0.222
P 1.751 0.652 1.109 0.2 -0.1 0.0 0.958
C 2.216 0.936 2.852 0.0 0.0 0.0 -0.348
C 3.239 0.227 3.482 0.0 0.0 0.0 -0.076
C 3.540 0.479 4.813 0.0 0.0 0.0 -0.081
C 2.827 1.435 5.521 0.0 0.0 0.0 -0.073
C 1.811 2.145 4.899 0.0 0.0 0.0 -0.059
C 1.509 1.899 3.570 0.0 0.0 0.0 -0.108
C 2.948 -0.610 0.582 0.0 0.1 -0.1 -0.409
C 2.561 -1.930 0.799 0.0 0.0 0.0 -0.098
C 3.388 -2.976 0.418 0.0 0.0 0.0 -0.067
C 4.603 -2.713 -0.201 0.0 0.0 0.0 -0.081
C 4.990 -1.401 -0.431 0.0 0.0 0.0 -0.083
C 4.166 -0.355 -0.039 0.0 0.0 0.0 -0.105
C 3.540 3.324 -1.428 0.0 -0.1 0.0 -0.180
C 4.826 3.307 -0.836 0.0 0.0 0.0 0.002
C 5.907 3.832 -1.506 0.0 0.0 0.0 -0.052
C 5.754 4.403 -2.767 -0.1 0.0 0.0 -0.043
C 4.493 4.447 -3.353 0.1 0.0 0.0 -0.052
C 3.400 3.918 -2.705 0.0 0.0 0.0 0.007
P 1.333 0.760 -2.162 0.0 0.0 0.0 1.145
C 2.066 1.198 -3.789 0.1 0.0 0.0 -0.380
C 3.417 0.877 -3.935 0.0 0.0 0.0 -0.106
C 4.113 1.224 -5.086 0.0 0.0 0.0 -0.081
C 3.459 1.888 -6.113 0.0 0.0 0.0 -0.084
C 2.107 2.189 -5.992 0.0 0.0 0.0 -0.072
C 1.414 1.848 -4.839 0.0 0.0 0.0 -0.083
C -0.425 0.345 -2.516 0.0 0.0 0.0 -0.471
C -0.628 -1.821 -2.312 0.1 0.2 -0.1 -0.132
C -2.107 -2.146 -2.402 0.0 0.0 0.0 -0.117
C -3.215 -0.194 -2.530 0.0 0.0 0.0 -0.109
C -2.669 1.132 -2.926 0.0 0.0 0.0 -0.003
C -1.373 1.416 -2.916 0.0 -0.1 0.0 -0.073
H 1.020 3.240 -2.267 0.0 0.0 0.0 0.088
H 0.391 2.562 -0.753 0.0 0.0 0.0 0.046
H 1.851 3.015 1.157 -0.1 0.0 -0.1 0.111
H 3.487 2.388 1.003 0.0 0.0 0.0 0.079
H 3.792 -0.532 2.943 0.0 0.0 0.0 0.097
H 4.327 -0.083 5.299 0.0 0.0 0.0 0.101
H 3.050 1.614 6.565 0.0 0.0 0.0 0.104
H 1.216 2.858 5.453 0.0 0.0 0.0 0.114
H 0.691 2.434 3.102 0.0 0.0 0.0 0.089
H 1.600 -2.136 1.260 0.0 0.0 0.0 0.103
H 3.079 -3.998 0.596 0.0 0.0 0.0 0.108
H 5.245 -3.529 -0.507 0.0 0.0 0.0 0.103
H 5.934 -1.190 -0.917 0.0 0.0 0.0 0.103
H 4.481 0.663 -0.236 0.0 0.0 0.0 0.078
H 4.993 2.873 0.136 0.0 0.0 0.0 0.103
H 6.882 3.797 -1.039 0.0 0.0 0.0 0.115
H 6.610 4.815 -3.284 0.0 0.0 0.0 0.113
H 4.358 4.894 -4.329 0.0 0.0 0.0 0.117
H 2.443 3.971 -3.194 0.0 0.0 0.0 0.105
H 3.920 0.345 -3.135 0.0 0.0 0.0 0.093
H 5.161 0.970 -5.182 0.0 0.0 0.0 0.106
H 3.994 2.156 -7.016 0.0 0.0 0.0 0.104
H 1.589 2.687 -6.802 0.0 0.0 0.0 0.106
H 0.359 2.077 -4.768 0.0 0.0 0.0 0.097
H 0.040 -2.648 -2.079 0.0 0.0 0.0 0.140
H -2.382 -3.164 -2.139 0.0 0.0 0.0 0.159
H -4.266 -0.066 -2.294 0.0 0.0 0.0 0.139
H -3.389 1.895 -3.200 0.0 0.0 0.0 0.116
H -1.033 2.416 -3.161 0.0 0.0 0.0 0.096
I -2.554 -2.179 1.406 -0.1 0.1 -0.1 1.074
C -3.368 -1.604 -0.445 0.0 -0.1 0.2 -0.600
C -4.508 -2.200 -0.835 -0.1 0.0 -0.1 -0.165
C -4.995 -2.403 -2.223 0.0 0.0 0.1 -0.081
C -4.367 -2.175 -3.388 0.1 0.1 0.0 -0.021
C -3.025 -1.490 -3.461 0.0 0.0 0.0 -0.285
C -2.338 -1.262 -4.757 -0.1 0.0 0.0 -0.003
C -1.036 -0.978 -4.745 0.0 0.0 0.1 -0.024
C -0.218 -0.908 -3.483 0.0 0.0 0.1 -0.221
C -0.933 -0.601 -1.324 -0.3 -0.3 0.2 -0.319
C -2.454 -0.984 -1.442 0.0 0.0 -0.1 -0.379
H -5.082 -2.721 -0.080 0.0 0.0 0.0 0.080
H -5.969 -2.874 -2.281 0.0 0.0 0.0 0.099
H -4.861 -2.445 -4.316 0.0 0.0 0.0 0.110
H -2.894 -1.296 -5.689 0.0 0.0 0.0 0.112
H -0.517 -0.780 -5.676 0.0 0.0 0.0 0.104
H 0.834 -1.027 -3.755 0.0 0.0 0.0 0.107
O -2.778 4.036 1.128 0.2 0.1 0.0 -0.099
P -2.151 2.590 1.366 0.0 -0.2 -0.2 0.174
O -3.072 1.484 0.965 -0.2 0.1 0.0 -0.334
O -0.786 2.577 0.678 -0.3 -0.2 0.2 -0.409
O -1.919 2.551 2.952 0.0 0.0 -0.1 -0.266
P -1.762 1.061 3.675 0.1 0.0 0.2 0.194
O -3.239 0.484 3.542 0.1 0.0 0.0 -0.172
O -1.351 1.242 5.069 -0.1 0.0 -0.1 -0.256
O -0.816 0.296 2.740 -0.1 0.0 0.1 -0.545
H -3.584 4.161 1.641 0.0 0.0 0.0 0.086
H -3.501 0.559 2.600 0.0 0.0 0.0 0.014
```
Forces are in eV/Å.

Calculated values
Total charge   0
HOMO energy (spin up / spin down)   -6.10 / -7.54 eV
Energy relative to the best compared isomer or geometry (same formula, charge and spin)   469.57 kJ/mol
Multiplicity   5